(1)
Density functional theory data (the ωB97M-V functional and the def2-TZVPD basis) for a cluster of 7 separate species, C4H25N3O6 in total in a non-equilibrium geometry.

The geometry in XYZ format:
```
38
Properties=species:S:1:pos:R:3:forces:R:3:nbo_charge:R:1
C -0.23309 -1.79958 -1.53474 -1.406 -1.542 -0.848 -0.24
C -0.61282 -1.78593 -0.05897 -1.520 -0.652 0.620 -0.43
C 0.52227 -1.74892 0.95877 0.083 -0.839 -1.393 -0.23
N 1.53568 1.33450 2.64234 -0.461 -0.550 1.103 -0.69
C 1.12777 0.12408 2.33362 0.812 0.182 0.708 0.40
N 1.12712 -0.42865 1.14916 -1.053 -1.073 0.595 -0.53
N -0.84904 -0.72655 -2.40399 0.587 1.128 1.485 -0.69
H -0.82353 -2.65432 -1.93000 1.436 -0.002 0.143 0.25
H 0.85145 -1.87672 -1.66114 -0.398 0.090 -0.555 0.23
H -1.37570 -1.01907 0.09230 0.051 -0.167 0.327 0.23
H -1.11648 -2.81324 0.05402 0.640 1.670 0.399 0.25
H 0.21480 -2.25331 1.88560 0.352 0.533 -0.201 0.25
H 1.42821 2.10517 -1.52588 0.446 0.334 -0.271 0.48
H 1.20458 1.73793 3.54030 0.732 -0.445 -0.973 0.45
H 1.87865 1.94021 1.93235 -0.083 0.543 -0.244 0.42
H 0.91656 -0.50818 3.20417 -0.712 0.203 -0.566 0.24
H 1.53658 -0.09485 0.29136 0.389 0.732 0.225 0.45
H -1.54957 -1.05362 -3.07086 0.570 -0.229 -0.184 0.45
H -0.11290 -0.12954 -2.79136 -0.294 0.188 -0.526 0.47
H -1.37148 -0.08300 -1.79842 0.061 0.195 -0.164 0.46
H -1.87561 2.21934 -3.04445 -0.235 -0.001 0.158 0.49
H -0.74024 2.78459 -2.23006 0.174 -0.268 0.054 0.50
O -1.26064 1.98176 -2.33838 -1.456 0.258 -0.289 -0.98
H -3.95395 -1.54708 -1.40809 0.232 0.163 -0.532 0.50
H -3.45152 -2.30811 -0.29006 0.654 -0.123 -0.074 0.49
O -3.09502 -1.84397 -1.06828 -1.485 -0.019 0.257 -0.98
H 4.06954 -1.21274 -0.17877 -0.366 0.868 0.503 0.50
H 3.22614 -1.79047 -1.14484 -0.686 0.209 -0.413 0.48
O 3.16779 -1.05002 -0.52139 1.290 -1.108 -0.364 -0.97
H 0.66250 3.72577 1.02363 -0.780 0.520 -0.039 0.49
H -0.85774 3.18461 1.00858 0.248 0.677 -0.037 0.51
O 0.07646 2.96432 1.06721 0.402 -0.833 -0.266 -1.00
H 1.58937 2.31758 -3.09630 0.348 0.056 0.420 0.51
H 1.20759 -2.36930 0.37814 0.858 -0.173 1.099 0.22
O 1.11869 1.84662 -2.39788 0.493 -0.535 -0.092 -0.98
H -1.99097 0.27514 2.48668 -0.165 0.134 0.031 0.46
H -2.48854 -0.62722 3.60186 -0.057 0.040 0.217 0.49
O -1.84879 0.06860 3.41558 0.299 -0.167 -0.313 -0.94
```
Forces are in eV/Å.

Output
- Gap between HOMO and LUMO: 11.273 eV
- Net charge: +2
- Strongest force on any atom: 2.3 eV/Å

(2)
Density functional theory data (the ωB97M-V functional and the def2-TZVPD basis) for an isolated molecule of C3H6N2O3 in a non-equilibrium geometry.

The geometry in XYZ format:
```
14
Properties=species:S:1:pos:R:3:forces:R:3:nbo_charge:R:1
H -1.84826 -0.65063 -1.07254 0.645 -0.171 -1.711 0.33
N -1.11265 -0.42320 -1.81794 -2.244 -0.237 2.234 -0.67
C -0.24294 0.16908 -1.11456 0.707 -1.017 -0.822 0.41
N 0.87373 0.70033 -1.71154 2.148 0.411 3.383 -0.85
C -0.32948 0.32943 0.44539 0.613 1.061 -0.641 -0.09
O -1.41422 -0.25276 1.08852 -1.464 -0.381 0.321 -0.74
C 0.95160 -0.23459 1.07743 3.374 -0.428 -2.230 0.78
O 2.05939 -0.10351 0.49041 -2.952 -0.114 2.611 -0.60
O 0.87884 -1.04186 2.13730 0.222 0.642 -0.511 -0.63
H 1.02355 0.44435 -2.65096 -0.197 -0.411 -1.072 0.39
H 1.74383 0.53707 -1.06070 -2.008 0.631 -1.714 0.43
H -0.38022 1.41948 0.45801 0.421 0.172 0.827 0.23
H -2.16605 0.32565 1.36579 1.325 -0.317 -0.706 0.51
H -0.03713 -1.21884 2.36540 -0.591 0.159 0.030 0.51
```
Forces are in eV/Å.

Output
- Gap between HOMO and LUMO: 9.285 eV
- Strongest force on any atom: 4.1 eV/Å

no.,E_HOMO (eV)
1,-16.85
2,-9.27